14
Properties=species:S:1:pos:R:3 method="wB97M-V/def2-TZVPD" charge=0 homo_lumo_gap_ev=9.4 e_above_lowest_kj_mol=431.8 homo_ev=-8.59 fmax_ev_per_a=5.78
C -0.534 1.823 -0.520
C -0.315 -0.298 -0.192
C 0.304 -1.808 -0.400
C 0.536 -0.207 1.218
H 0.406 2.276 0.133
H -0.638 2.407 -1.620
H -1.634 1.605 0.222
H -1.464 -0.560 -0.063
H 1.444 -1.722 -0.690
H -0.191 -2.471 -1.052
H 1.599 0.017 0.958
H -0.059 0.430 1.872
O -0.095 0.577 -1.280
S 0.641 -2.069 1.413